# 1
Molecular formula: C9H21N3OPPtSe3SiTe
Method: DFT, wB97M-V/def2-TZVPD

Geometry (Å):
Pt -0.35 1.33 1.23
Se -1.32 0.84 3.54
Se 0.21 2.57 3.23
Te -0.67 3.91 1.01
Se 1.26 4.79 -0.13
C 4.01 -1.02 -1.17
N 2.71 -1.21 -1.80
C 2.14 -2.45 -1.31
N 2.02 -2.50 0.14
C 3.33 -2.25 0.73
N 3.94 -1.01 0.28
C 3.24 0.16 0.78
P 1.46 0.23 0.21
C 1.83 -0.08 -1.60
C 1.03 -1.54 0.62
H 4.45 -0.08 -1.52
H 4.65 -1.85 -1.48
H 2.81 -3.27 -1.61
H 1.16 -2.60 -1.76
H 3.98 -3.08 0.44
H 3.23 -2.22 1.81
H 3.74 1.06 0.43
H 3.26 0.15 1.87
H 2.28 0.82 -2.02
H 0.88 -0.26 -2.12
H 0.06 -1.77 0.16
H 0.92 -1.65 1.70
C -4.02 2.07 1.23
Si -3.37 0.87 -0.14
C -4.15 1.58 -1.75
C -4.24 -0.80 0.19
O -1.82 0.65 -0.26
H -5.10 1.96 1.37
H -3.83 3.12 0.99
H -3.57 1.85 2.19
H -5.23 1.60 -1.66
H -3.89 0.95 -2.59
H -3.81 2.59 -1.96
H -5.32 -0.71 0.20
H -3.94 -1.23 1.14
H -3.97 -1.51 -0.59

Computed properties:
- HOMO (alpha / beta) (Eh) = -0.1369 / -0.1372
- total charge = -1
- maximum force (eV/Å) = 2.2

# 2
Molecular formula: C9H21N4
Method: DFT, wB97M-V/def2-TZVPD

Geometry (Å):
C 0.91 1.39 -2.29
C 2.10 -1.06 -2.16
C 2.16 -0.33 -3.42
C -1.30 -1.63 4.19
C -1.98 -1.48 2.81
C -2.20 -0.07 2.33
C -1.07 0.72 1.92
C -0.64 0.52 0.53
C 0.57 1.33 0.16
N 0.19 2.47 -2.67
N 1.22 0.97 -1.04
N 1.47 -0.74 -4.46
N 2.00 -0.15 -1.04
H 1.17 -1.62 -2.11
H 2.82 -1.83 -1.86
H 3.09 0.13 -3.77
H -1.34 -2.67 4.61
H -0.19 -1.34 4.01
H -1.73 -0.84 4.86
H -2.95 -2.11 2.73
H -1.16 -1.97 2.23
H -3.10 -0.02 1.60
H -2.72 0.48 3.19
H -0.20 0.63 2.60
H -1.41 1.84 1.97
H -0.22 -0.56 0.38
H -1.52 0.55 -0.01
H 1.33 1.18 0.88
H 0.25 2.37 0.02
H -0.39 2.96 -2.04
H -0.09 2.43 -3.63
H 1.56 -0.42 -5.44
H 0.53 -1.31 -4.35
H 2.86 0.15 -0.73

Computed properties:
- HOMO (Eh) = -0.4590
- ΔE to the lowest compared entry with this formula, charge and spin (eV) = 3.751
- total charge = +1
- maximum force (eV/Å) = 5.9

# 3
Molecular formula: C9H22Br2IrO3PS3
Method: DFT, wB97M-V/def2-TZVPD

Geometry (Å):
Ir 0.03 1.07 -0.71
Br -0.70 3.35 -1.63
C -0.63 4.55 -0.07
Br -1.41 3.80 1.50
H -1.18 5.43 -0.38
H 0.42 4.76 0.11
C 3.53 -2.00 2.87
C 4.32 -1.10 1.97
O 3.40 -0.10 1.33
P 2.69 -0.20 -0.02
S 2.08 1.75 -0.52
S 0.83 -1.01 -0.07
O 3.70 -0.82 -1.01
C 3.45 -1.37 -2.37
C 3.44 -0.27 -3.40
H 4.22 -2.67 3.38
H 2.82 -2.62 2.31
H 2.99 -1.43 3.62
H 4.83 -1.63 1.16
H 5.03 -0.48 2.50
H 2.51 -1.92 -2.32
H 4.27 -2.06 -2.50
H 2.58 0.39 -3.29
H 3.39 -0.73 -4.39
H 4.36 0.31 -3.35
C -4.68 2.05 0.10
C -4.43 0.56 -0.07
S -2.86 0.07 0.64
O -1.87 0.77 -0.37
C -2.82 -1.68 0.24
C -3.73 -2.46 1.18
H -5.64 2.30 -0.33
H -3.91 2.64 -0.41
H -4.70 2.33 1.15
H -4.41 0.24 -1.11
H -5.17 -0.04 0.47
H -1.78 -1.97 0.38
H -3.08 -1.79 -0.81
H -3.43 -2.34 2.22
H -3.66 -3.52 0.93
H -4.78 -2.17 1.08

Computed properties:
- HOMO (alpha / beta) (Eh) = -0.5763 / -0.5802
- ΔE to the lowest compared entry with this formula, charge and spin (eV) = 0.127
- total charge = +2
- maximum force (eV/Å) = 0.2

# 4
Molecular formula: C9H22ClNSi
Method: DFT, wB97M-V/def2-TZVPD

Geometry (Å):
C -0.92 -2.63 1.78
N -0.16 -1.40 1.68
Si -0.01 -0.35 0.44
C -0.81 -0.27 -1.25
C -0.95 -1.68 -1.80
C -2.29 0.05 -1.00
C -0.32 0.71 -2.33
C 1.10 1.15 0.76
C 1.62 0.99 2.25
C 2.40 0.97 -0.05
C 0.46 2.53 0.44
H -1.74 -2.49 2.47
H -1.29 -3.09 0.75
H -0.26 -3.47 2.16
H -1.48 -1.69 -2.78
H 0.02 -1.94 -2.03
H -1.37 -2.41 -1.04
H -2.73 -0.76 -0.42
H -2.79 -0.04 -1.99
H -2.50 1.04 -0.72
H 0.69 0.34 -2.74
H -1.02 0.77 -3.14
H -0.15 1.66 -1.85
H 2.10 1.82 2.63
H 0.77 0.79 2.91
H 2.24 0.09 2.50
H 2.39 1.03 -1.10
H 2.65 -0.05 0.18
H 3.28 1.59 0.15
H 0.74 3.21 1.21
H 0.64 2.83 -0.54
H -0.61 2.39 0.62
Cl 2.67 -2.77 1.86
H 1.48 -2.09 1.68

Computed properties:
- HOMO (Eh) = -0.3389
- SMILES = CN=[Si](C(C)(C)C)C(C)(C)C.Cl
- ΔE to the lowest compared entry with this formula, charge and spin (eV) = 3.671
- total charge = 0
- maximum force (eV/Å) = 3.4

# 5
Molecular formula: C9H22CrN7O5S
Method: DFT, wB97M-V/def2-TZVPD

Geometry (Å):
Cr 0.96 0.44 0.83
N 2.77 1.10 0.03
N 3.79 0.52 0.81
C 3.42 0.04 2.09
O 4.29 -0.17 2.91
O 2.14 -0.16 2.23
H 2.83 0.80 -0.94
H 2.80 2.12 0.07
H 4.70 0.94 0.76
N -1.32 -2.20 -2.42
C -1.46 -1.21 -1.31
C -2.01 -1.80 -0.02
C -2.01 -0.76 1.12
N -0.66 -0.60 1.73
C -2.52 0.61 0.68
C -1.96 1.07 -0.67
N -0.51 1.35 -0.59
C -2.24 0.01 -1.73
H -0.75 -3.01 -2.09
H -0.75 -1.70 -3.15
H -2.21 -2.52 -2.79
H -0.44 -0.90 -1.15
H -1.46 -2.69 0.28
H -3.06 -2.10 -0.18
H -2.68 -1.15 1.90
H -0.27 -1.49 2.03
H -0.75 -0.03 2.57
H -2.30 1.34 1.46
H -3.61 0.56 0.59
H -2.49 1.99 -0.96
H -0.37 2.26 -0.18
H -0.07 1.34 -1.52
H -1.89 0.36 -2.70
H -3.31 -0.19 -1.78
S 1.15 -3.95 -1.07
C 1.32 -2.43 -0.50
N 1.37 -1.34 -0.11
O 0.09 -0.29 -3.51
N 1.33 -0.09 -3.36
O 1.60 0.77 -2.52
C 1.34 2.65 2.67
O 0.59 1.98 1.69
H 0.67 3.04 3.44
H 1.87 3.50 2.23
H 2.06 1.99 3.16

Computed properties:
- HOMO (alpha / beta) (Eh) = -0.3148 / -0.3144
- <S²> = 0.76
- ΔE to the lowest compared entry with this formula, charge and spin (eV) = 0.000
- total charge = 0
- spin multiplicity = 2
- maximum force (eV/Å) = 0.4

# 6
Molecular formula: C9H22N5
Method: DFT, wB97M-V/def2-TZVPD

Geometry (Å):
C -0.75 -0.11 0.15
C -0.45 2.04 -2.17
C 2.58 -2.72 -1.33
C 3.72 0.09 -0.64
C -5.45 0.38 3.17
C 0.79 1.21 -2.18
C 1.95 -1.40 -1.64
C 1.26 0.78 -0.94
C 2.19 -0.28 -0.61
N -1.70 0.69 0.67
N -2.51 -0.13 1.28
N -0.94 -1.33 0.56
N -2.09 -1.34 1.25
N -4.16 0.90 3.13
H -0.38 2.96 -2.76
H -1.22 1.48 -2.56
H -0.71 2.48 -1.19
H 3.61 -2.66 -0.95
H 2.70 -3.34 -2.19
H 2.00 -3.31 -0.60
H 3.66 1.05 -0.04
H 4.31 -0.81 -0.13
H 4.12 0.05 -1.72
H -5.49 -0.65 3.67
H -6.10 0.94 3.81
H -5.76 0.21 2.11
H 0.82 0.30 -2.88
H 1.49 2.00 -2.43
H 0.85 -1.61 -1.64
H 2.31 -1.25 -2.68
H 1.14 1.54 -0.17
H 1.87 -0.72 0.32
H -0.42 -2.21 0.40
H -4.24 1.87 3.03
H -3.26 0.15 1.94
H -3.80 0.83 4.02

Computed properties:
- HOMO (Eh) = -0.4855
- ΔE to the lowest compared entry with this formula, charge and spin (eV) = 3.403
- total charge = +1
- maximum force (eV/Å) = 5.1

# 7
Molecular formula: C9H23BFNO2Si
Method: DFT, wB97M-V/def2-TZVPD

Geometry (Å):
C -0.29 -3.49 0.35
C -1.44 -2.81 0.18
Si -1.51 -1.43 -1.11
C 0.03 -0.34 -0.91
C -0.14 0.83 0.07
C 1.23 1.47 0.38
F 1.24 2.83 0.08
B -3.21 -0.33 -1.10
O -3.82 -0.08 -2.32
N -3.71 0.24 0.12
C -4.68 1.33 -0.08
C -4.13 -0.76 1.12
H -0.02 -3.95 1.29
H 0.42 -3.61 -0.47
H -2.30 -3.07 0.79
H -1.40 -2.07 -2.46
H 0.38 0.02 -1.88
H 0.83 -0.98 -0.53
H -0.76 1.62 -0.35
H -0.56 0.48 1.01
H 1.98 1.00 -0.26
H 1.54 1.30 1.40
H -3.57 -0.78 -2.92
H -4.16 2.29 -0.11
H -5.27 1.24 -0.99
H -5.38 1.40 0.75
H -3.39 -0.82 1.93
H -5.07 -0.49 1.58
H -4.24 -1.75 0.67
C 6.57 1.41 0.65
C 5.34 0.78 0.02
O 4.18 1.00 0.81
H 6.74 1.01 1.65
H 7.46 1.22 0.04
H 6.45 2.49 0.74
H 5.46 -0.30 -0.05
H 5.18 1.17 -0.98
H 4.04 1.95 0.88

Computed properties:
- HOMO (Eh) = -0.3239
- SMILES = C=C[Si@H](CCCF)B(O)N(C)C.CCO
- total charge = 0
- maximum force (eV/Å) = 1.3